A 14-piece molecular cluster, C92H192F15N9O10 overall in a non-equilibrium geometry, computed with wB97M-V/def2-TZVPD.

Geometry as XYZ:
```
318
Properties=species:S:1:pos:R:3:forces:R:3
F -0.693 9.099 -1.624 0.47 0.10 1.04
F 7.931 2.083 1.834 1.10 -0.33 -1.52
F -5.551 -1.868 -1.704 0.19 0.03 -0.24
F -3.818 -0.579 -1.937 -0.16 0.27 0.50
F 7.312 3.302 3.433 -0.61 -0.06 0.41
F -4.256 -1.957 -3.505 -1.26 0.64 0.84
F 1.375 9.473 -2.247 0.33 0.30 0.41
F -1.990 -8.578 1.824 0.21 0.87 1.07
F 8.613 1.693 3.858 0.74 -0.93 0.27
F 1.353 1.124 -0.120 -0.35 0.28 0.89
F -3.634 -7.433 2.692 0.84 0.51 -0.29
F 3.148 1.446 -1.262 -0.93 -0.66 -0.32
F -0.035 8.470 -3.475 0.65 -1.20 -0.86
F -2.155 -8.184 3.964 1.14 -1.34 2.43
F 1.210 0.825 -2.236 0.85 0.42 0.18
O 5.243 1.791 2.628 0.07 -0.26 -0.38
O 6.528 -0.089 2.691 0.57 -3.46 -2.08
O 1.242 7.408 -0.288 -0.46 0.69 0.00
O -5.040 0.803 -4.064 -0.01 -1.28 0.15
O -0.145 -6.474 2.514 -0.40 0.42 -0.32
O 1.186 -1.690 -1.060 1.17 0.87 -0.43
O 1.568 6.349 -2.255 0.67 0.08 -0.38
O -1.963 -5.427 3.550 -0.04 0.97 -0.32
O -6.249 0.669 -2.154 -0.42 0.15 2.02
O 3.169 -1.351 -1.980 1.24 0.08 -0.32
N -5.351 1.160 2.230 -0.40 1.17 1.07
N 3.720 -0.414 -5.311 -0.46 0.76 -1.59
N -3.122 3.583 -4.905 0.09 0.69 -0.22
N 0.925 -6.333 5.833 0.29 0.43 -1.16
N -0.884 6.513 2.390 0.72 0.54 -0.83
N 0.717 -6.198 -1.161 -0.16 -0.72 -1.05
N -7.126 -7.923 0.741 -0.39 0.44 0.66
N 4.790 8.430 -0.934 -0.18 -0.48 1.53
N 6.313 -1.888 0.035 1.16 0.73 0.29
C 2.039 0.642 -1.142 0.19 -0.95 -1.66
C 5.074 10.070 0.773 0.61 -0.02 0.54
C 5.040 5.860 -0.482 0.48 0.58 -1.32
C 0.954 -5.200 -0.078 -1.73 0.57 0.87
C 7.877 -0.235 -1.170 0.79 0.07 0.25
C -4.399 3.830 -5.692 0.24 -1.58 0.55
C -0.399 -5.786 6.180 -0.59 0.60 0.03
C -1.791 -5.752 -1.445 1.17 0.17 1.31
C -8.401 1.648 -2.671 0.15 0.97 1.66
C 2.067 -6.183 -1.826 0.41 0.61 0.47
C -3.319 3.163 -3.472 0.41 -1.04 -0.71
C -1.426 -6.285 2.545 -1.48 -2.51 -0.53
C -4.314 7.988 3.248 0.88 0.07 -0.39
C 5.935 -2.620 -1.160 -0.46 -0.71 -0.22
C 0.462 -1.729 0.106 -1.28 -0.76 0.66
C -6.916 1.884 -2.412 -0.81 -0.11 -0.17
C -5.088 0.965 0.761 1.23 0.17 0.64
C -6.738 -8.674 3.093 0.82 0.44 0.02
C -2.204 -3.034 3.661 -0.82 -1.40 0.67
C 0.492 -7.610 -0.699 0.21 0.09 0.52
C 6.329 8.661 -0.608 -1.30 -0.75 -0.87
C 4.068 9.646 -0.244 -0.62 -1.12 -0.42
C 1.521 -5.537 4.655 -0.12 0.60 1.36
C -0.419 -8.170 6.664 -0.10 -0.64 -2.23
C -0.439 -5.867 -2.126 0.75 0.58 0.43
C 7.602 -2.261 0.716 -0.97 -1.38 1.54
C 5.249 1.664 -4.779 0.68 -0.97 -0.35
C -2.745 -4.364 3.023 -0.45 0.56 1.08
C 4.290 7.148 -0.232 0.77 0.40 -0.04
C -2.825 8.066 2.865 0.25 -0.42 0.51
C 2.375 -0.003 -7.350 0.69 0.25 0.46
C -1.182 -6.900 6.866 -0.68 1.11 0.58
C -2.236 4.810 -5.014 -0.97 0.20 1.21
C 1.991 4.315 -3.501 -1.04 0.69 -0.08
C 0.563 -7.800 5.499 0.15 0.00 1.71
C 0.072 5.403 2.806 0.23 0.48 0.83
C 0.964 5.429 -3.131 -0.12 -1.02 -0.09
C -2.729 5.974 -4.114 0.54 -0.61 0.16
C 0.409 8.550 -2.213 -0.57 2.11 -0.53
C 1.668 -4.013 4.908 -0.04 -0.14 -0.26
C 2.438 -0.928 -1.034 -1.23 1.57 1.60
C 6.357 10.068 -0.045 -0.13 -0.08 -0.68
C 3.851 1.041 -4.856 -0.20 0.74 0.19
C -5.886 -8.814 0.859 -0.53 -0.05 0.58
C -2.224 -7.631 2.825 -1.83 0.26 -3.18
C -7.585 -7.746 2.243 -0.53 -0.28 -1.04
C 3.776 -0.479 -6.881 -0.59 -0.27 1.09
C -0.940 -2.027 -0.371 -1.44 0.06 0.38
C 4.384 8.396 -2.352 -0.38 0.65 0.26
C -6.203 -9.691 2.114 0.12 -1.10 -1.65
C 8.115 1.240 -1.523 -0.31 0.25 0.38
C -6.239 -1.065 2.869 -0.31 -0.37 0.53
C -3.044 1.884 1.788 -0.50 0.76 -1.28
C -1.512 1.778 -4.383 -1.08 -1.02 -0.25
C 2.323 -0.947 -5.072 0.60 -0.39 -0.20
C 3.037 -6.189 -0.649 0.78 -0.45 -0.08
C 0.749 7.275 -1.479 -0.47 -1.55 -0.78
C 1.837 -6.205 6.979 -0.08 -1.20 1.03
C 5.220 -2.069 1.113 1.23 1.06 -0.10
C 4.631 -1.248 -4.484 0.16 0.81 -0.45
C -0.065 7.746 2.562 0.04 1.13 -0.53
C -2.192 6.683 3.153 1.43 -0.20 0.07
C 2.194 -3.480 3.572 -0.46 -0.03 -0.09
C 2.340 -5.382 0.461 0.61 0.23 -1.62
C 7.580 1.998 3.107 -1.74 1.07 -0.15
C -4.257 2.147 2.592 -1.38 0.33 2.19
C -6.731 1.810 2.655 1.20 -0.99 -0.51
C -1.189 6.190 0.931 -0.11 0.19 -0.57
C -5.797 -4.331 0.505 -0.97 0.70 0.35
C -5.632 -5.797 0.783 0.26 -0.63 0.06
C -2.345 7.272 -4.801 -1.52 -0.09 0.75
C 4.260 4.715 0.074 -1.22 0.41 0.40
C 6.582 -0.444 -0.394 0.05 -0.14 0.89
C -4.876 -1.097 -2.595 1.79 -1.14 -0.80
C -2.800 -5.246 -2.436 0.45 -0.98 -0.28
C -6.023 -2.299 3.769 -0.54 0.89 -1.00
C 5.732 -3.176 2.026 1.72 0.26 0.01
C 2.917 1.594 3.160 0.59 0.57 1.31
C -5.730 -0.046 -3.274 1.82 2.90 -1.11
C 7.227 -3.489 1.609 -0.48 2.58 -0.55
C -3.535 0.823 0.781 0.30 0.47 -0.45
C 6.333 1.017 3.192 0.65 3.34 4.83
C -2.394 2.395 -5.502 0.15 -0.21 -0.36
C -5.122 -0.071 3.041 0.22 -0.08 0.50
C 0.790 5.053 1.522 -0.98 0.70 -0.76
C 5.227 3.099 -4.282 0.49 0.23 0.09
C -0.449 4.914 0.585 0.47 -0.72 0.90
C -6.828 -6.544 0.133 0.21 -0.84 -0.01
C -1.944 2.563 -3.158 -0.57 0.57 1.06
C -8.310 -8.542 -0.018 0.51 -0.01 -0.04
C 1.466 -0.255 -6.098 -0.12 0.01 -0.71
C 4.282 2.295 3.493 -1.12 0.20 -0.45
H 1.435 3.432 -3.914 0.62 0.80 -0.13
H -1.264 -6.596 7.915 -0.54 -0.50 -0.13
H 0.768 -2.608 0.735 0.09 0.79 0.00
H 0.480 -0.813 0.695 0.26 -0.02 0.13
H -1.630 -5.021 -0.639 -0.34 -0.08 -0.05
H 6.154 10.800 -0.838 0.50 -0.17 -0.12
H 0.946 7.656 2.199 0.11 -0.54 -0.13
H 1.147 0.680 -5.678 -0.46 0.45 0.03
H 5.193 5.723 -1.567 0.09 -0.04 0.30
H -4.774 8.978 3.175 -0.10 -0.35 -0.12
H -0.868 -5.545 5.229 0.02 0.34 0.20
H 8.753 -0.550 -0.561 -0.62 0.14 -0.48
H 6.189 0.995 4.396 -0.31 0.18 -1.60
H -8.615 -8.135 2.215 0.27 0.80 0.35
H -6.787 2.008 3.754 0.33 -0.42 -0.99
H -5.392 1.912 0.344 -0.07 0.11 -0.68
H 6.684 -2.426 -1.909 -0.07 0.10 -0.55
H 3.077 -4.035 3.261 0.30 0.22 0.13
H 2.369 -3.739 5.694 0.12 -0.29 0.16
H -7.181 -0.558 3.116 0.18 -0.50 0.18
H -4.776 7.255 2.549 -0.17 0.51 0.79
H -0.112 4.942 -0.436 -0.09 -0.11 -0.50
H -1.294 3.421 -2.945 0.26 -0.59 0.26
H 2.812 -6.550 6.658 0.31 0.23 0.06
H 8.382 1.859 -0.646 -0.23 -0.43 -0.33
H -2.897 -2.187 3.651 -0.20 -0.34 0.19
H -7.279 -9.113 3.932 -0.05 0.14 -0.15
H -2.367 5.934 -3.081 0.68 -0.28 -0.20
H -1.828 0.703 -4.283 0.22 0.99 0.01
H -6.032 -1.946 4.783 0.23 -0.30 0.66
H 3.320 8.574 -2.339 -0.27 -0.15 -0.13
H -0.251 -4.859 -2.576 0.33 -1.00 0.07
H -2.767 5.834 2.792 -0.50 0.07 0.19
H -4.153 4.037 -6.722 0.22 -0.16 -0.27
H 0.744 -4.217 -0.516 0.38 -0.26 -0.07
H 4.020 -5.827 -0.946 -0.11 0.28 -0.10
H -2.277 6.169 0.845 0.22 -0.02 -0.28
H -7.485 1.117 2.307 -0.25 0.13 0.20
H 3.241 -7.182 -0.261 -0.09 -0.28 -0.20
H -0.719 6.923 0.274 -0.39 0.46 0.55
H 1.851 -5.185 7.398 0.00 -0.55 -0.43
H 4.612 0.076 -7.283 0.20 0.10 0.16
H -5.073 0.328 4.057 -0.18 -0.43 0.16
H 2.535 -5.917 4.537 -0.13 -0.30 -0.34
H -4.688 -6.123 0.352 0.09 -0.31 -0.16
H 1.255 -7.868 0.025 0.12 -0.04 0.00
H -4.677 3.140 2.458 -0.02 0.07 -0.28
H 3.298 1.747 -5.503 -0.32 -0.90 0.09
H -6.721 -4.016 1.002 0.01 0.26 -0.07
H 5.799 -2.693 3.009 -0.39 -0.72 0.03
H -5.036 2.927 -5.594 0.45 0.41 -0.06
H -1.571 -2.456 0.433 0.17 0.16 -0.25
H 4.198 -1.121 -3.496 0.28 -0.54 0.42
H -0.429 8.668 2.108 -0.52 -0.54 -0.46
H 6.607 7.854 0.109 -0.09 0.86 -0.47
H 0.598 -0.878 -6.353 0.16 0.38 0.13
H -5.621 0.142 0.315 -0.25 -0.14 -0.07
H 1.439 4.198 1.610 0.11 -0.39 0.00
H -2.902 2.836 1.256 0.50 -0.44 -0.13
H -2.141 1.685 2.345 0.10 -0.42 0.13
H -1.871 -3.273 4.723 -0.43 0.52 -1.38
H 2.398 -2.398 3.599 -0.08 -0.46 -0.15
H 2.763 -4.387 0.617 0.22 -0.29 0.26
H -2.295 8.816 3.479 -0.36 -0.27 -0.24
H -5.121 -2.810 3.489 0.66 -0.07 0.20
H -6.920 -10.534 1.853 0.83 1.02 0.40
H 1.492 -6.927 7.743 0.19 0.59 -0.13
H -2.696 -4.174 -2.438 -0.52 0.37 -0.57
H -1.391 -2.728 3.048 1.15 0.25 -0.20
H -6.721 -6.726 -0.960 0.28 0.27 0.71
H -9.132 -7.803 -0.091 0.59 -0.37 0.18
H 2.452 3.959 -2.592 0.27 -0.05 0.32
H -0.266 6.851 -1.664 -0.61 -0.79 0.90
H 5.843 -3.700 -1.063 0.29 -0.14 0.62
H -8.512 1.029 -3.531 -0.29 -0.37 -0.72
H 7.218 1.678 -1.980 0.17 0.01 -0.02
H 2.340 -6.007 1.322 -0.12 0.08 1.05
H 7.339 10.295 0.368 -0.32 0.04 0.51
H -4.923 4.665 -5.309 -0.37 0.86 0.60
H -3.786 5.856 -3.928 -0.59 0.38 -0.49
H 5.842 1.073 -4.074 0.11 0.22 -0.07
H 4.929 -2.253 -1.356 0.10 0.11 -0.93
H -3.659 3.926 -2.783 0.13 0.48 -0.31
H -5.495 -5.980 1.880 -0.51 0.02 -0.84
H 7.804 -1.398 1.343 0.17 -0.03 0.24
H 4.825 9.236 -2.857 0.45 0.23 -0.37
H -5.681 -9.293 -0.101 -0.23 -0.17 0.25
H 4.111 4.912 1.139 -0.08 -0.33 0.09
H 4.556 7.465 -2.854 0.48 -0.46 0.01
H 1.436 -3.743 2.823 0.07 0.49 -0.09
H 2.757 -0.853 0.079 0.29 -0.95 -0.86
H 3.869 -1.531 -7.097 0.36 -0.31 -0.09
H 2.157 -6.974 -2.552 0.01 -0.23 -0.17
H -6.332 -1.354 1.837 0.08 -0.22 -0.57
H 2.203 -5.206 -2.273 -0.36 0.16 -0.52
H 3.852 10.364 -1.039 0.35 0.13 0.17
H -2.033 -6.041 1.618 1.03 0.43 -0.21
H 4.317 -2.235 0.574 -0.73 -0.35 -0.29
H -5.917 -4.091 -0.543 0.01 -0.12 -0.36
H -2.968 7.278 -5.669 -0.28 0.53 -0.87
H -1.913 6.496 4.210 -0.48 0.38 -0.42
H 3.081 9.330 0.151 0.66 -0.21 -0.29
H -7.749 -5.967 0.246 0.06 -0.04 0.13
H 0.286 -5.362 0.762 -0.56 -0.18 -0.08
H -0.517 4.558 3.127 -0.31 -0.32 0.26
H 8.941 1.301 -2.229 -0.02 0.09 -0.06
H -1.520 -1.209 -0.854 0.71 -0.19 0.46
H -3.818 -4.582 3.214 0.41 0.31 0.38
H -6.831 2.720 2.094 0.09 0.46 -0.18
H -6.742 2.641 -1.615 -0.05 -0.77 0.03
H -5.258 -10.117 2.469 -0.34 -0.16 -0.08
H 4.847 10.987 1.272 -0.20 0.75 0.03
H -3.784 -5.605 -2.163 -0.37 0.40 -0.02
H -1.817 2.755 -6.368 -0.42 -0.19 0.19
H 5.213 -4.121 1.972 -0.64 0.00 0.35
H 4.412 7.373 0.816 -0.38 0.14 0.47
H 4.872 3.859 -0.035 0.26 -1.27 0.08
H -1.214 4.563 -4.726 -0.03 -0.20 -0.44
H 2.430 -2.024 -5.299 -0.22 0.43 0.26
H 0.860 -5.689 3.799 0.28 -0.33 0.02
H 5.174 -1.114 1.686 0.14 -0.62 -0.45
H -0.831 -2.767 -1.148 -0.15 -0.48 -0.28
H 0.073 4.897 -2.689 0.57 0.73 0.08
H 4.225 3.380 3.354 -0.12 0.05 0.03
H 6.627 0.038 0.583 -0.07 0.58 -0.10
H -7.999 -8.852 -1.016 0.15 0.28 0.03
H -0.276 -4.903 6.829 -0.06 -0.29 -0.51
H -0.434 1.744 -4.563 -0.25 0.46 -0.06
H -1.330 7.276 -5.109 0.97 0.10 -0.14
H -2.696 -4.382 1.935 0.33 0.40 -0.16
H -4.330 7.685 4.304 -0.52 -0.18 -0.35
H -2.544 -5.715 -3.401 -0.40 0.58 0.04
H 0.668 5.781 3.664 -0.30 -0.34 -0.60
H -2.649 8.349 1.816 -0.29 -0.18 0.26
H 7.907 -0.798 -2.111 -0.08 -0.08 0.20
H 0.000 -8.645 7.529 0.60 0.16 0.44
H 0.728 -3.494 5.152 0.08 -0.42 -0.14
H 8.434 -2.447 0.058 -0.12 -0.14 -0.50
H -4.140 2.040 3.666 0.19 0.07 0.19
H -8.868 1.164 -1.797 0.05 0.09 -0.38
H -0.443 -7.673 -0.168 -0.29 -0.04 0.01
H -3.206 -0.173 1.093 -0.15 0.08 -0.42
H 2.978 0.665 3.748 -0.65 0.16 -0.22
H -2.583 8.150 -4.193 0.23 -0.16 -0.15
H 2.015 2.217 3.418 0.80 -0.71 -0.10
H 2.075 -0.815 -4.013 -0.03 -0.05 -0.24
H -0.090 7.942 3.598 0.34 0.15 1.36
H -1.031 3.995 0.771 0.22 0.23 -0.05
H 5.585 -0.775 -4.540 0.82 -0.07 0.03
H 0.542 -8.302 -1.552 -0.10 0.40 0.23
H -6.810 -3.020 3.615 -0.47 -0.10 0.13
H 3.414 1.057 -3.849 0.02 0.05 -0.23
H 2.045 -0.617 -8.189 0.14 0.15 0.02
H 0.055 -7.831 4.526 0.55 0.26 0.33
H 3.263 4.575 -0.386 0.52 0.07 0.07
H -2.063 -6.667 -0.933 -0.22 -0.36 -0.18
H -5.015 -3.683 0.877 0.44 -0.13 0.20
H -3.078 1.098 -0.168 -0.32 -0.64 -0.23
H 6.831 8.504 -1.561 0.25 0.05 0.17
H 0.609 5.931 -4.035 -0.04 0.03 -0.13
H 6.283 3.389 -4.246 -0.21 0.31 -0.15
H 5.733 -0.122 -0.957 -0.72 0.31 -0.39
H -2.351 5.063 -6.057 0.55 0.38 -0.26
H 1.300 5.914 1.033 0.18 -0.50 0.76
H -3.201 1.706 -5.785 0.44 0.06 -0.05
H -0.413 -6.694 -2.841 -0.03 0.44 -0.24
H 7.896 -3.438 2.462 0.00 -0.62 0.03
H -2.089 1.926 -2.281 0.49 0.14 0.03
H 2.921 1.323 2.121 -0.14 0.07 -0.56
H 4.689 3.777 -4.962 0.17 -0.23 0.35
H -2.158 -6.979 6.355 0.26 0.20 0.69
H -7.487 -6.671 2.430 -0.40 -0.46 0.33
H 1.440 -8.437 5.576 0.27 0.22 -0.53
H -6.545 2.340 -3.301 0.75 0.27 -0.76
H -6.504 -0.563 -3.776 -1.34 -0.85 -0.72
H 7.329 -4.359 0.997 0.06 -0.89 0.06
H 3.248 6.992 -0.490 -0.22 0.45 0.01
H -1.093 -8.915 6.239 0.06 -0.16 0.13
H -4.056 2.370 -3.532 -0.39 -0.47 0.15
H 2.458 1.053 -7.706 -0.49 -0.80 0.48
H 2.758 4.751 -4.163 -0.36 -0.56 0.11
H -8.664 -9.449 0.485 0.18 0.34 0.14
H 4.713 -2.272 -4.822 -0.38 -0.12 -0.16
H 6.009 5.801 0.013 0.20 0.38 -0.18
H 4.539 2.111 4.536 0.07 0.03 0.08
H 5.123 9.322 1.557 0.03 -0.22 0.27
H 4.883 3.205 -3.246 -0.34 -0.12 -0.28
H -4.120 -0.506 2.849 -0.66 0.38 -0.20
H -8.873 2.638 -2.804 -0.05 -0.53 -0.20
H -5.841 -8.159 3.471 -0.49 0.07 0.14
H -5.036 -8.164 1.115 -0.45 -0.18 -0.16
H 5.820 1.661 -5.747 -0.75 -0.24 0.63
```
Forces are in eV/Å.

Calculated values
E_tot	-173128.193	eV
charge	+4
E_LUMO	-6.28	eV
strongest force on any atom	0.1149	Eh/bohr